The following is a DFT calculation (wB97M-V/def2-TZVPD) of a molecular structure, C18H33CrN5O3Te in a non-equilibrium geometry.

Last column: Löwdin charge in e.
Element x y z (Å)
Cr: 0.34 -0.63 0.74  0.662
C: -0.59 -3.18 -0.36  -0.156
C: -1.44 -2.96 0.92  -0.147
N: -0.79 -1.99 1.85  -0.118
C: 0.03 -2.66 2.92  -0.119
C: 1.31 -1.88 3.20  -0.129
N: 1.92 -1.36 1.95  -0.117
C: 2.71 -2.32 1.13  -0.129
C: 1.79 -3.22 0.33  -0.119
N: 0.69 -2.42 -0.29  -0.122
H: -1.15 -2.84 -1.23  0.096
H: -0.39 -4.24 -0.52  0.143
H: -1.63 -3.91 1.43  0.140
H: -2.41 -2.55 0.63  0.112
H: -1.54 -1.48 2.31  0.116
H: 0.25 -3.68 2.62  0.122
H: -0.55 -2.72 3.85  0.148
H: 2.02 -2.52 3.74  0.147
H: 1.09 -1.02 3.82  0.129
H: 2.57 -0.63 2.24  0.141
H: 3.37 -2.92 1.76  0.149
H: 3.33 -1.73 0.45  0.130
H: 1.35 -3.98 0.97  0.122
H: 2.36 -3.74 -0.43  0.153
H: 0.97 -2.20 -1.24  0.134
C: -0.86 -0.32 -2.88  -0.341
Te: -1.66 0.04 -0.91  1.575
C: -1.28 2.08 -1.48  -0.323
C: -1.51 2.08 -2.96  -0.302
C: -1.94 3.21 -3.64  -0.018
C: -2.11 3.16 -5.02  -0.037
C: -1.88 1.99 -5.71  -0.034
C: -1.47 0.85 -5.04  -0.015
C: -1.29 0.89 -3.66  -0.301
H: -1.23 -1.25 -3.31  0.076
H: 0.23 -0.37 -2.80  0.064
H: -0.24 2.30 -1.22  0.062
H: -1.93 2.77 -0.95  0.074
H: -2.15 4.13 -3.10  0.124
H: -2.45 4.04 -5.55  0.123
H: -2.02 1.95 -6.79  0.124
H: -1.31 -0.08 -5.58  0.127
C: 3.55 1.33 -1.60  0.051
C: 2.59 1.20 -0.46  -0.494
N: 2.74 2.02 0.57  0.243
O: 1.66 0.35 -0.49  -0.127
H: 4.28 2.11 -1.43  0.102
H: 3.01 1.54 -2.52  0.114
H: 4.07 0.38 -1.75  0.110
H: 3.48 2.70 0.60  0.144
H: 2.07 2.02 1.33  0.111
N: -2.66 2.60 3.96  0.211
C: -1.26 2.49 3.47  -0.019
C: -1.19 1.29 2.49  -0.612
O: -2.28 0.76 2.22  -0.014
O: -0.04 0.96 2.06  -0.108
H: -2.78 2.30 4.92  0.184
H: -3.18 1.94 3.34  0.157
H: -3.05 3.54 3.88  0.185
H: -0.56 2.34 4.29  0.147
H: -0.97 3.40 2.94  0.149

Properties
relative energy (zero: lowest compared OMol25 entry of this formula, charge and spin): 0.0 kcal per mole
spin multiplicity: 4
total charge: +3
HOMO level (alpha / beta): -15.976 / -15.981 eV


The following is a DFT calculation (wB97M-V/def2-TZVPD) of a molecular structure, C18H33EuNP2S in a non-equilibrium geometry.

Last column: Löwdin charge in e.
Element x y z (Å)
Eu: 0.38 -0.02 -1.92  0.536
H: -2.98 -0.46 -2.29  0.019
H: -2.98 0.30 -2.29  0.020
P: 0.51 -2.34 -2.18  0.535
P: 0.51 2.32 -2.13  0.542
C: 0.73 3.29 -0.57  -0.285
H: 0.91 4.36 -0.77  0.040
H: -0.18 3.17 0.05  0.026
H: 1.58 2.87 -0.01  0.018
C: 1.92 2.92 -3.16  -0.294
H: 1.82 2.50 -4.17  0.030
H: 1.95 4.02 -3.21  0.036
H: 2.86 2.54 -2.73  0.031
C: -0.93 3.16 -2.91  -0.299
H: -1.82 3.03 -2.27  0.022
H: -0.74 4.24 -3.06  0.034
H: -1.13 2.69 -3.89  0.032
C: 2.02 -2.92 -3.08  -0.292
H: 2.03 -4.02 -3.18  0.037
H: 2.03 -2.44 -4.07  0.031
H: 2.91 -2.59 -2.52  0.031
C: 0.54 -3.38 -0.65  -0.325
H: -0.41 -3.26 -0.11  -0.014
H: 0.71 -4.45 -0.87  0.041
H: 1.35 -3.01 0.01  0.028
C: -0.85 -3.13 -3.16  -0.301
H: -0.93 -2.62 -4.13  0.030
H: -0.65 -4.21 -3.33  0.033
H: -1.80 -3.02 -2.61  0.020
H: 0.56 -0.02 -3.66  -0.185
H: 1.94 -0.02 -1.62  -0.189
N: -0.72 0.09 0.18  -0.485
S: -0.55 -1.08 1.26  1.029
C: 0.92 -0.43 2.12  -0.377
C: 1.17 -0.82 3.45  -0.097
C: 2.30 -0.36 4.13  -0.076
C: 3.20 0.49 3.49  -0.076
C: 2.98 0.88 2.16  -0.058
C: 1.84 0.42 1.49  -0.091
C: -1.87 -0.50 2.35  -0.375
C: -3.09 -1.18 2.30  -0.086
C: -4.15 -0.81 3.12  -0.073
C: -4.00 0.26 4.01  -0.077
C: -2.79 0.95 4.08  -0.066
C: -1.73 0.58 3.25  -0.071
H: -1.18 0.98 0.42  0.024
H: 0.48 -1.49 3.95  0.109
H: 2.48 -0.67 5.15  0.103
H: 4.08 0.84 4.01  0.103
H: 3.68 1.53 1.66  0.109
H: 1.70 0.71 0.47  0.008
H: -3.22 -2.02 1.62  0.106
H: -5.09 -1.34 3.07  0.106
H: -4.83 0.55 4.66  0.103
H: -2.68 1.78 4.77  0.106
H: -0.80 1.14 3.31  0.110

Properties
relative energy (zero: lowest compared OMol25 entry of this formula, charge and spin): 121.5 kcal per mole
spin multiplicity: 8
total charge: 0
HOMO level (alpha / beta): -4.024 / -6.767 eV


The following is a DFT calculation (wB97M-V/def2-TZVPD) of 3 unconnected molecules or ions with the total composition C18H34BO9 in a non-equilibrium geometry.

Last column: Löwdin charge in e.
Element x y z (Å)
C: 0.69 -4.78 1.41  0.069
C: 0.36 -4.23 0.39  -0.169
C: -0.20 -3.99 -0.97  -0.102
B: 0.31 -2.55 -1.55  -0.789
O: 1.29 -2.49 -2.66  -0.036
C: 1.42 -1.13 -2.84  -0.185
C: 0.84 -0.41 -1.53  -0.341
C: 1.61 0.82 -1.04  -0.133
C: 1.00 2.06 -1.75  -0.201
C: -0.22 2.63 -0.98  -0.189
C: -1.59 2.21 -1.57  -0.174
C: -2.40 1.40 -0.55  -0.232
O: -3.65 0.99 -1.08  -0.147
C: -3.74 -0.40 -1.31  -0.277
C: -3.58 -0.78 -2.78  -0.083
O: 0.72 -1.48 -0.62  -0.035
H: 0.88 -5.29 2.32  -0.002
H: -1.28 -3.93 -0.85  0.083
H: 0.06 -4.82 -1.63  0.099
H: -0.75 -2.07 -2.05  0.109
H: 2.44 -0.77 -3.02  0.109
H: 0.79 -0.69 -3.64  0.110
H: -0.20 -0.06 -1.63  0.098
H: 1.61 0.94 0.05  0.112
H: 2.64 0.76 -1.43  0.099
H: 1.77 2.83 -1.90  0.096
H: 0.68 1.77 -2.76  0.104
H: -0.12 2.32 0.06  0.104
H: -0.18 3.73 -1.01  0.096
H: -1.38 1.53 -2.41  0.095
H: -2.16 3.05 -1.98  0.109
H: -1.78 0.59 -0.16  0.124
H: -2.60 2.08 0.29  0.105
H: -4.76 -0.69 -1.03  0.108
H: -3.07 -1.01 -0.70  0.115
H: -2.54 -0.73 -3.13  0.053
H: -4.20 -0.09 -3.37  0.070
H: -4.00 -1.78 -2.96  0.071
C: -2.46 5.67 5.68  -0.049
O: -2.75 4.46 4.99  0.004
C: -3.53 4.61 3.91  -0.624
O: -3.98 5.66 3.51  0.119
O: -3.73 3.42 3.37  0.011
C: -4.55 3.43 2.19  -0.038
H: -1.83 5.41 6.52  0.091
H: -1.92 6.36 5.03  0.097
H: -3.37 6.13 6.05  0.095
H: -4.09 4.03 1.41  0.098
H: -5.54 3.80 2.43  0.096
H: -4.63 2.41 1.84  0.092
C: 7.80 -4.09 0.96  -0.066
O: 6.47 -3.87 1.41  -0.011
C: 5.64 -3.41 0.45  -0.628
O: 5.96 -3.19 -0.69  0.118
O: 4.45 -3.25 0.99  0.014
C: 3.43 -2.76 0.08  -0.013
H: 8.37 -4.46 1.82  0.086
H: 7.83 -4.84 0.17  0.094
H: 8.25 -3.16 0.62  0.093
H: 3.28 -3.45 -0.74  0.107
H: 3.71 -1.77 -0.29  0.099
H: 2.51 -2.67 0.64  0.071

Properties
spin multiplicity: 1
total charge: -1
HOMO level: -4.396 eV


The following is a DFT calculation (wB97M-V/def2-TZVPD) of a molecular structure, C18H34Cl2N2O3S2Si2 in a non-equilibrium geometry.

Last column: Löwdin charge in e.
Element x y z (Å)
C: 1.61 2.49 -2.76  -0.027
C: 2.61 2.25 -1.89  -0.244
C: 3.12 0.87 -1.44  -0.213
Si: 2.45 0.25 0.21  0.414
C: 3.08 -1.56 0.39  -0.191
C: 4.05 -1.77 1.61  -0.209
C: 3.35 -2.33 2.90  -0.234
O: 2.34 -3.30 2.61  -0.206
C: 1.12 -3.04 3.29  -0.124
O: 3.00 1.07 1.58  -0.224
C: 3.52 2.39 1.35  -0.292
C: 2.41 3.50 1.22  -0.102
O: 0.76 0.13 0.06  -0.307
Si: -0.13 0.61 1.42  0.576
C: -1.93 0.89 0.83  -0.331
C: -2.02 1.91 -0.37  -0.304
C: -1.69 1.28 -1.75  -0.503
S: -3.22 0.87 -2.70  0.896
C: -2.59 0.08 -4.17  -1.018
S: -0.99 0.20 -4.55  0.708
N: -3.43 -0.69 -5.04  -0.186
C: -4.30 -1.73 -4.79  -0.055
C: -4.77 -2.06 -6.08  -0.134
N: -4.17 -1.23 -7.02  0.037
C: -3.36 -0.39 -6.40  -0.168
H: 1.03 3.43 -2.66  0.065
H: 1.38 1.81 -3.60  0.035
H: 3.12 3.14 -1.44  0.091
H: 2.77 0.14 -2.21  0.098
H: 4.24 0.83 -1.49  0.092
H: 2.23 -2.27 0.37  0.083
H: 3.69 -1.78 -0.52  0.080
H: 4.79 -2.54 1.30  0.106
H: 4.64 -0.87 1.88  0.100
H: 3.01 -1.53 3.60  0.121
H: 4.15 -2.88 3.46  0.121
H: 1.14 -3.51 4.30  0.091
H: 0.92 -1.95 3.41  0.038
H: 0.26 -3.47 2.72  0.090
H: 4.07 2.66 2.28  0.120
H: 4.27 2.45 0.54  0.105
H: 2.90 4.41 0.82  0.083
H: 2.05 3.75 2.24  0.076
H: 1.58 3.20 0.55  0.046
H: 0.33 1.85 2.06  -0.012
H: -0.22 -0.41 2.47  -0.040
H: -2.36 -0.10 0.55  -0.003
H: -2.46 1.36 1.69  0.071
H: -1.24 2.69 -0.18  0.096
H: -2.98 2.48 -0.37  0.100
H: -1.14 2.02 -2.37  0.045
H: -1.12 0.33 -1.64  0.064
H: -4.51 -2.15 -3.80  0.117
H: -5.47 -2.87 -6.32  0.095
H: -2.74 0.38 -6.86  0.116
Cl: -3.07 -1.97 1.89  0.605
C: -4.02 -1.91 3.39  -0.634
C: -3.50 -0.87 4.36  -0.651
Cl: -1.92 -1.31 5.03  0.552
H: -4.02 -2.90 3.84  0.069
H: -5.05 -1.67 3.11  0.074
H: -4.19 -0.77 5.20  0.073
H: -3.41 0.10 3.88  0.060

Properties
spin multiplicity: 1
total charge: 0
HOMO level: -8.613 eV


Number 1: molecular weight 547.09 g mol⁻¹. Number 2: molecular weight 509.45 g mol⁻¹. Number 3: molecular weight 405.27 g mol⁻¹. Number 4: molecular weight 517.69 g mol⁻¹.